# 1
82
Properties=species:S:1:pos:R:3:forces:R:3:mulliken_charge:R:1 method="wB97M-V/def2-TZVPD" homo_lumo_gap_ha=0.213 e_homo_ha=-0.14066 spin_multiplicity=1 energy_ev=-57911.54456 molar_mass_g_mol=503.39 total_charge=-1
C 7.233657 -1.369351 -5.088240 -0.60 0.37 0.15 -1.076
C 6.351209 -1.046042 -6.308827 0.41 -0.43 -0.50 -0.064
O 5.970405 0.313315 -6.406739 0.23 -0.12 0.42 -0.431
C 5.051750 0.707163 -5.399368 -0.46 0.39 -0.34 -0.674
C 3.589188 0.542579 -5.813545 0.18 -0.23 0.84 -0.830
C 2.938338 -0.763709 -5.333719 -0.82 0.30 -0.88 0.653
C 1.558909 -0.453743 -4.738586 -0.59 -0.10 -0.33 -0.775
O 0.840078 -1.655599 -4.723787 0.12 0.15 -0.16 -0.437
B 1.591486 -2.527577 -5.708637 1.00 -1.04 0.80 0.827
O 2.544113 -1.601811 -6.397816 0.00 -0.04 0.02 -0.824
H 6.767561 -2.142576 -4.478858 0.22 -0.17 0.00 0.308
H 7.287795 -0.478937 -4.460406 0.15 0.01 0.02 0.314
H 8.247441 -1.646845 -5.367344 -0.01 -0.11 0.00 0.321
H 5.486315 -1.713886 -6.370344 -0.16 0.16 0.19 0.175
H 6.933992 -1.246131 -7.210098 -0.06 0.11 -0.08 0.356
H 5.251563 1.761052 -5.188049 0.14 0.01 -0.12 0.354
H 5.198836 0.167485 -4.457522 0.20 -0.07 -0.06 0.363
H 3.044929 1.351478 -5.310596 -0.01 0.10 -0.14 0.321
H 3.447402 0.668865 -6.885423 0.10 -0.08 -0.04 0.281
H 3.579379 -1.346778 -4.653778 0.00 0.22 0.22 0.006
H 1.522203 0.084027 -3.779417 0.22 -0.21 0.14 0.280
H 1.085607 0.195059 -5.501307 0.14 0.37 0.21 0.204
H 2.320936 -3.283661 -4.988714 -0.14 -0.10 -0.11 -0.386
H 0.932271 -3.270112 -6.421718 -0.25 0.51 -0.24 -0.287
O -2.935501 -2.933346 0.057700 0.13 -1.45 -1.78 -0.933
P -2.765250 -1.747092 -0.811006 -0.28 3.82 2.13 0.401
N -1.290294 -1.055788 -0.358988 0.20 -0.39 0.15 0.726
C -1.034327 0.352185 -0.160986 -0.11 0.30 -0.26 -0.874
C -0.133195 -1.944934 -0.320327 0.02 -0.31 0.02 -1.238
N -4.090168 -0.766967 -0.347795 0.01 -0.18 0.43 0.328
C -4.057812 0.677941 -0.266664 -0.14 0.14 -0.41 -0.834
C -5.004766 -1.318402 0.642068 0.05 -0.09 0.13 -0.890
N -2.816989 -1.228202 -2.417843 0.00 -2.26 -0.62 0.251
C -3.995777 -1.740931 -3.148546 -0.26 0.25 0.07 -1.133
C -1.614022 -1.544142 -3.231574 0.21 0.32 0.11 -1.006
H -1.369141 0.974111 -0.997334 -0.05 -0.04 0.01 0.332
H 0.034328 0.545972 -0.065024 0.04 -0.24 -0.01 0.480
H -1.508466 0.714251 0.756145 0.01 0.10 -0.07 -0.108
H 0.274192 -2.155322 -1.315991 0.07 0.06 0.04 0.324
H -0.400312 -2.897444 0.140052 -0.07 0.02 -0.02 0.328
H 0.663773 -1.506232 0.281149 -0.07 0.08 0.04 0.441
H -3.622613 1.035466 0.675111 -0.04 0.04 -0.02 0.064
H -5.076920 1.073832 -0.325866 -0.02 -0.06 0.02 0.381
H -3.510976 1.112172 -1.101379 0.09 -0.09 0.02 0.253
H -4.611210 -1.254793 1.665484 -0.06 0.00 0.02 0.095
H -5.227125 -2.359870 0.430224 0.12 -0.03 0.03 0.313
H -5.948439 -0.766718 0.603727 0.06 0.09 -0.02 0.395
H -3.970936 -2.829653 -3.259537 0.04 0.01 -0.09 0.342
H -4.023185 -1.294135 -4.141948 0.09 0.01 -0.01 0.403
H -4.913623 -1.466148 -2.631757 0.05 0.00 0.09 0.336
H -1.356552 -2.604780 -3.225749 0.01 -0.01 -0.09 0.379
H -0.752843 -0.979403 -2.891159 -0.02 -0.04 0.10 0.039
H -1.778581 -1.243942 -4.263014 -0.09 -0.03 0.00 0.472
O -2.801907 2.540416 5.742958 -0.28 -0.23 2.41 -0.863
P -1.471475 1.897832 5.766104 1.84 -0.45 -4.11 0.341
N -0.374853 3.115231 5.332989 -0.18 0.16 0.28 0.148
C 0.743740 2.971614 4.421963 0.27 -0.21 0.10 -0.837
C -0.475076 4.373473 6.056075 -0.28 0.13 0.07 -1.053
N -1.592627 0.700915 4.575778 -0.34 0.19 -0.23 0.387
C -0.515549 0.297650 3.691423 0.29 -0.41 0.15 -1.052
C -2.883545 0.557537 3.905165 -0.11 0.11 -0.05 -1.222
N -0.439109 0.951890 6.740752 -1.43 0.50 1.77 0.112
C -1.136697 -0.202108 7.350618 0.03 -0.26 -0.23 -1.081
C 0.258720 1.670132 7.822162 0.30 0.15 -0.19 -1.005
H 1.377912 2.112184 4.659039 -0.04 0.00 -0.01 0.295
H 1.386548 3.849667 4.482140 -0.08 0.06 0.08 0.395
H 0.417539 2.883207 3.383551 0.02 -0.02 0.02 0.212
H -0.022961 4.330947 7.056823 0.06 0.06 -0.05 0.308
H -1.520118 4.661518 6.178178 -0.01 -0.07 0.00 0.297
H 0.017548 5.173125 5.503366 0.01 -0.06 -0.08 0.436
H -0.415618 0.971961 2.834673 0.04 -0.05 -0.01 0.187
H -0.710120 -0.702832 3.295269 -0.14 0.03 0.00 0.421
H 0.438480 0.229541 4.211285 -0.05 0.15 0.09 0.326
H -3.045478 1.326273 3.139775 -0.03 -0.02 -0.02 0.266
H -3.702163 0.609115 4.616494 0.02 0.11 0.02 0.378
H -2.927142 -0.421606 3.422790 0.12 0.01 -0.03 0.491
H -1.909191 0.109853 8.061541 0.05 -0.01 0.07 0.338
H -0.413240 -0.825972 7.875801 0.05 0.06 0.00 0.419
H -1.602428 -0.810014 6.579167 -0.01 0.08 -0.07 0.302
H -0.420410 2.219124 8.482827 0.01 -0.04 0.06 0.350
H 0.987301 2.366153 7.410260 -0.09 0.05 -0.08 0.278
H 0.813291 0.951225 8.424698 -0.06 -0.06 -0.01 0.376

# 2
81
Properties=species:S:1:pos:R:3:forces:R:3:mulliken_charge:R:1 method="wB97M-V/def2-TZVPD" homo_lumo_gap_ha=0.309 e_homo_ha=-0.30853 spin_multiplicity=1 energy_ev=-43498.86477 e_above_lowest_kcal_mol=0.0 molar_mass_g_mol=457.60 total_charge=0
C 1.436630 -1.839086 1.756877 -0.61 0.68 -0.67 -0.444
O 2.688630 -1.315086 1.406877 1.12 -0.73 0.79 -0.527
C 2.780630 -0.548086 0.246877 -0.54 0.57 0.04 0.981
C 4.186630 -0.496086 -0.302123 0.74 -0.69 -0.91 -0.992
N 4.058630 -0.076086 -1.717123 0.59 -1.49 1.87 0.265
C 5.247630 0.179914 -2.478123 -0.69 -1.40 0.55 -0.774
C 4.747630 0.073914 -3.900123 -3.89 -1.80 4.88 -0.362
O 5.455630 0.371914 -4.887123 6.70 1.34 -6.63 -0.414
C 6.521630 -0.594086 -5.159123 -2.67 0.18 -3.41 -0.775
H 0.789630 -0.998086 2.055877 -0.38 -0.39 -0.65 0.289
H 1.468630 -2.436086 2.655877 0.71 -0.34 0.20 0.376
H 1.044630 -2.493086 0.927877 -0.05 0.76 0.65 -0.026
H 2.430630 0.503914 0.408877 0.15 -0.65 0.10 -0.168
H 2.153630 -0.947086 -0.542123 -0.32 -0.35 -0.15 -0.317
H 4.747630 -1.480086 -0.267123 -1.00 0.67 -0.07 0.367
H 4.788630 0.133914 0.350877 0.21 0.59 -0.08 0.295
H 3.327630 0.570914 -1.852123 -0.67 1.00 -0.11 0.149
H 5.920630 -0.609086 -2.218123 0.82 -0.62 0.07 0.478
H 5.710630 1.092914 -2.204123 0.67 1.33 -0.18 0.319
H 3.920630 0.729914 -3.846123 -1.34 0.97 -0.46 0.278
H 4.315630 -0.901086 -4.089123 -0.45 -0.94 0.76 0.285
H 6.119630 -1.574086 -5.564123 -0.08 0.83 1.00 0.264
H 7.147630 -0.733086 -4.372123 1.61 -0.45 2.59 0.363
H 7.117630 -0.276086 -6.014123 -0.12 0.69 0.16 0.306
O -2.310370 0.200914 4.726877 -0.78 1.12 1.95 -0.593
C -3.119370 1.320914 4.437877 3.34 0.15 -1.14 -0.140
C -4.483370 0.999914 4.167877 -2.06 -1.90 0.36 -0.202
O -5.282370 2.118914 4.353877 -1.05 1.74 -0.56 -0.535
H -2.015370 -0.173086 3.931877 0.86 -0.86 -2.05 0.320
H -3.074370 1.949914 5.258877 0.22 1.26 2.00 0.558
H -2.726370 1.953914 3.591877 -0.01 -0.65 0.57 -0.065
H -4.874370 0.254914 4.910877 0.62 -0.21 -1.11 0.255
H -4.487370 0.687914 3.108877 -1.00 -0.24 0.46 0.072
H -5.171370 2.469914 5.250877 0.04 -0.24 -0.34 0.331
O -0.245370 3.711914 0.013877 -0.57 -0.23 1.40 -0.577
C 0.503630 2.533914 -0.301123 1.60 1.78 3.01 0.030
C 0.830630 2.533914 -1.721123 -1.03 0.02 -1.13 -0.456
O 1.541630 1.307914 -1.982123 0.30 2.01 -0.99 -0.455
H -0.438370 3.718914 0.996877 0.39 -0.05 -1.81 0.329
H 1.470630 2.618914 0.245877 -0.32 -0.26 -0.11 0.312
H 0.038630 1.645914 0.088877 -0.49 -0.62 -0.31 -0.112
H 1.359630 3.471914 -2.017123 0.21 -1.18 0.19 0.369
H -0.159370 2.620914 -2.209123 0.45 -0.46 -0.60 0.254
H 0.983630 0.598914 -1.705123 -0.73 -0.71 0.36 0.103
O -1.732370 -1.096086 2.439877 -0.74 0.37 0.71 -0.282
C -2.698370 -2.139086 2.635877 0.32 0.61 1.00 -0.233
C -2.007370 -3.325086 2.132877 0.24 -2.68 -0.07 -0.122
O -2.817370 -4.443086 2.443877 -0.74 -0.40 0.22 -0.575
H -1.515370 -1.097086 1.494877 0.36 0.30 -0.14 -0.140
H -2.979370 -2.318086 3.740877 0.57 0.77 -1.69 0.353
H -3.592370 -1.937086 2.040877 -0.20 -0.04 0.25 0.297
H -1.036370 -3.540086 2.600877 0.04 0.86 -0.03 0.120
H -1.885370 -3.345086 1.051877 0.25 0.67 -0.34 0.111
H -2.489370 -5.163086 1.915877 -0.06 -0.61 -0.10 0.333
C -3.340370 4.188914 0.191877 0.45 1.99 -0.18 -1.463
C -3.868370 3.299914 1.200877 -2.32 -2.24 -0.81 0.685
O -4.723370 3.982914 2.063877 0.46 0.44 1.02 -0.609
H -2.569370 4.824914 0.594877 0.60 0.04 0.35 0.292
H -4.048370 4.914914 -0.096123 -1.39 0.67 -0.46 0.445
H -2.961370 3.784914 -0.693123 0.65 -1.12 -1.21 0.352
H -3.057370 2.795914 1.647877 1.14 -0.55 1.26 -0.122
H -4.519370 2.451914 0.826877 0.82 0.58 -0.54 0.080
H -4.806370 3.371914 2.803877 -0.63 0.27 0.60 0.381
C -2.696370 0.403914 -0.562123 -3.06 -0.19 1.63 -0.769
C -1.994370 -0.802086 -1.012123 1.31 0.42 -0.24 -0.306
O -0.786370 -0.866086 -0.239123 -0.90 1.35 0.61 0.555
H -3.301370 0.294914 0.387877 0.85 -0.40 -0.69 0.019
H -3.453370 0.757914 -1.222123 -0.57 0.03 -1.02 0.564
H -2.111370 1.229914 -0.372123 1.83 1.69 0.20 -0.035
H -1.708370 -0.725086 -2.074123 -0.35 -0.28 0.22 0.431
H -2.586370 -1.665086 -0.797123 -0.43 -0.85 -0.33 0.312
H -0.302370 -1.594086 -0.571123 0.92 -1.67 -0.40 -0.450
C 1.138630 -2.043086 -2.804123 -0.22 2.12 -1.34 -0.476
C 1.229630 -3.250086 -2.025123 0.73 -0.19 0.34 -0.433
O -0.017370 -3.280086 -1.426123 -1.39 -2.44 1.90 -0.525
H 0.316630 -2.006086 -3.534123 0.20 -0.48 0.19 0.368
H 2.055630 -1.940086 -3.319123 1.02 0.81 -0.69 0.074
H 0.961630 -1.179086 -2.142123 0.37 -0.39 -0.37 -0.243
H 2.041630 -3.175086 -1.298123 0.07 0.09 0.28 0.305
H 1.461630 -4.119086 -2.615123 -0.24 -0.60 -0.46 0.430
H -0.067370 -4.142086 -0.959123 -0.43 0.84 -0.15 0.265